[1]
41
Properties=species:S:1:pos:R:3:forces:R:3:lowdin_charge:R:1 method="wB97M-V/def2-TZVPD" gap_ev="9.18 / 4.91" energy_ha=-3350.09963 homo_energy_ev="-15.6 / -15.5" e_above_lowest_kj_mol=219.72 lumo_ev="-6.5 / -10.6" multiplicity=5 total_charge=+2 largest_force_ev_per_a=1.89 s2=6.048
Rh -0.35751 0.86984 0.69929 -0.45 -0.65 0.05 1.15
O -0.30119 6.83649 0.76741 0.19 0.28 0.01 0.16
C -0.38015 5.52419 0.75835 -0.10 -0.59 0.00 -0.24
C -1.59619 4.80950 0.76643 -0.07 0.24 0.01 0.12
C -1.53591 3.44160 0.74479 0.16 -0.52 -0.04 -0.13
N -0.36425 2.81300 0.71493 -0.15 1.65 0.01 -0.04
C 0.81000 3.45417 0.71754 -0.03 -0.52 -0.04 -0.13
C 0.84537 4.81895 0.73765 0.04 0.29 0.01 0.13
C 1.96610 2.44536 0.68531 -0.14 1.24 0.05 -0.48
O 3.11242 2.75095 0.68762 -0.10 -0.31 -0.03 0.20
O 1.48958 1.18174 0.65254 1.15 -0.46 -0.05 -0.23
C -2.68557 2.42677 0.73477 -0.06 1.37 0.05 -0.47
O -3.83115 2.72948 0.75943 0.12 -0.36 -0.03 0.20
O -2.19337 1.16974 0.69037 -0.55 -0.42 0.01 -0.20
H -1.15287 7.29131 0.78636 -0.11 -0.08 0.00 0.15
H -2.55778 5.30757 0.78692 0.01 0.00 0.00 0.15
H 1.77799 5.36743 0.73670 0.03 -0.06 0.00 0.16
Ge -0.41168 -1.55403 0.84167 0.23 -1.75 -0.68 0.94
C 1.47415 -2.21769 0.66785 -1.64 0.53 0.21 -0.26
C 1.95187 -3.02045 1.72738 1.04 -0.28 0.05 -0.06
C 3.26323 -3.42807 1.70243 -0.76 -0.05 0.47 0.01
C 4.08709 -3.05461 0.61995 0.43 -0.12 -0.06 0.07
C 3.61564 -2.23132 -0.41936 -0.56 0.37 -0.36 0.00
C 2.30762 -1.81816 -0.40431 1.00 -0.21 -0.15 -0.06
C -1.37968 -2.19767 -0.78290 0.92 0.52 1.49 -0.28
C -0.98277 -1.82125 -2.08631 -0.44 -0.22 -0.87 -0.06
C -1.71167 -2.27115 -3.16083 0.60 0.34 0.23 -0.01
C -2.83410 -3.08577 -2.93745 -0.19 -0.13 -0.31 0.05
C -3.25161 -3.42588 -1.63893 0.06 -0.05 0.80 0.00
C -2.53035 -2.98215 -0.55489 -0.70 -0.23 -0.76 -0.06
H -1.01819 -2.34197 2.01279 0.05 0.15 -0.03 -0.02
H 1.31485 -3.30928 2.55185 -0.09 0.05 -0.03 0.11
H 3.64672 -4.02854 2.51668 0.15 -0.04 -0.11 0.14
H 5.10702 -3.41929 0.58239 0.00 0.05 0.04 0.14
H 4.26878 -1.92266 -1.22405 0.10 -0.10 0.05 0.13
H 1.94698 -1.18111 -1.19921 -0.10 0.04 0.07 0.11
H -0.11880 -1.19422 -2.25803 0.00 0.05 0.11 0.10
H -1.41776 -1.99599 -4.16455 -0.08 -0.10 -0.04 0.13
H -3.38944 -3.46416 -3.78724 -0.04 0.06 0.01 0.14
H -4.13600 -4.02731 -1.47628 0.02 -0.06 -0.17 0.13
H -2.84742 -3.24535 0.44498 0.06 0.08 0.05 0.11

[2]
39
Properties=species:S:1:pos:R:3:forces:R:3:lowdin_charge:R:1 method="wB97M-V/def2-TZVPD" gap_ev=5.60 energy_ha=-1499.69290 homo_energy_ev=-6.2 lumo_ev=-0.6 multiplicity=1 largest_force_ev_per_a=0.78
Li 0.00730 -0.00530 0.00130 -0.60 0.44 0.00 0.65
C -2.36870 -3.67260 -0.00120 -0.22 -0.01 0.00 -0.06
C -1.29530 -2.77690 -0.00080 0.08 0.01 0.00 -0.16
N -1.43500 -1.47010 -0.00030 0.72 -0.27 0.00 0.03
C -2.67080 -0.93460 0.00000 -0.76 -0.12 0.00 -0.16
C -3.83030 -1.76620 -0.00060 0.48 0.12 0.00 -0.16
C -3.63790 -3.16280 -0.00100 0.25 0.10 0.00 -0.01
C -5.10920 -1.18890 -0.00010 -0.37 0.31 0.00 -0.07
C -5.21780 0.17770 0.00630 -0.23 -0.67 0.00 -0.09
C -4.10010 1.00370 0.01040 0.57 0.34 0.00 -0.02
C -2.78810 0.51120 0.00310 -0.37 0.30 0.00 -0.22
N -1.60810 1.16830 0.00080 0.54 -0.38 0.00 -0.01
C -1.34760 2.49370 -0.00220 -0.41 0.26 0.00 -0.22
C -2.22170 3.58910 -0.01010 -0.12 -0.62 0.00 -0.02
C -1.78140 4.90790 -0.00750 0.58 0.39 0.00 -0.09
C -0.44790 5.22670 -0.00150 -0.42 0.24 0.00 -0.07
C 0.49620 4.18860 0.00030 0.04 -0.50 0.00 -0.16
C 1.88390 4.43710 0.00110 -0.02 -0.26 0.00 -0.01
C 2.76100 3.38760 0.00230 -0.06 0.21 0.00 -0.06
C 2.24090 2.08980 0.00290 0.00 -0.07 0.00 -0.16
N 0.95470 1.81900 0.00230 0.48 -0.60 0.00 0.03
C 0.06360 2.82880 0.00080 -0.12 0.77 0.00 -0.16
H -2.18570 -4.73530 -0.00110 0.03 -0.11 0.00 0.10
H -0.27890 -3.15270 -0.00070 -0.01 0.01 0.00 0.01
H -4.50250 -3.81120 -0.00060 -0.08 -0.06 0.00 0.12
H -5.98040 -1.82720 -0.00330 -0.08 -0.04 0.00 0.10
H -6.19550 0.63900 0.00820 -0.08 0.01 0.00 0.10
H -4.29250 2.05810 0.02130 0.05 0.07 0.00 0.07
H -3.28360 3.44650 -0.02040 -0.06 -0.07 0.00 0.07
H -2.52200 5.69470 -0.01010 -0.05 0.09 0.00 0.10
H -0.11020 6.25220 0.00030 0.02 0.10 0.00 0.10
H 2.23340 5.45990 0.00010 0.04 0.09 0.00 0.12
H 3.82820 3.54200 0.00260 0.11 0.01 0.00 0.10
H 2.91220 1.23950 0.00360 -0.01 0.00 0.00 0.01
I 4.63360 -1.13320 -0.00460 -0.04 -0.46 0.00 0.73
C 4.50390 -3.27210 -0.00450 -0.23 0.17 0.00 -1.17
I 2.50930 -4.05520 0.00100 0.43 0.18 0.00 0.73
H 4.99920 -3.63040 0.88800 -0.03 0.02 0.01 -0.05
H 4.99420 -3.63020 -0.89990 -0.03 0.02 -0.01 -0.05

What did we get for molecular weight? Answer: 511.84, 545.09 u, in the order shown.